(1)
Here is a cluster of 2 separate species, C4H13NO2 in total from the OMol25 dataset. Energies are from ωB97M-V/def2-TZVPD.

```
! wB97M-V def2-TZVPD RIJCOSX def2/J DEFGRID3
* xyz 1 2
C 0.773 -0.897 1.733
O 1.642 0.127 2.219
C 0.296 -0.610 0.296
C -0.899 0.366 0.208
C -0.450 1.768 -0.312
N 0.273 1.739 -1.514
H 1.548 -1.715 1.692
H -0.005 -1.114 2.433
H 2.010 0.724 1.511
H 1.204 -0.489 -0.334
H 0.084 -1.571 -0.176
H -1.745 -0.010 -0.311
H -1.307 0.706 1.232
H 0.241 2.223 0.440
H -1.475 2.363 -0.371
H 1.135 1.198 -1.353
H -0.230 1.636 -2.434
H -0.677 -1.970 -1.573
H -2.296 -2.367 -2.125
O -1.481 -2.069 -2.167
*
```

Properties
HOMO (alpha / beta): -13.9163 / -13.9024 eV
DFT total energy: -9932.585 eV
Orbital gap (alpha / beta): 10.287 / 5.189 eV

Charges in e, computed with Mulliken, in the same order as the atoms: -0.7612 -0.5139 -0.8803 -0.0633 -0.5425 -0.0813 0.3230 0.4089 0.2916 0.5891 0.1329 0.4578 0.3294 0.3390 0.3458 0.3470 0.3525 0.2780 0.2854 -0.6379

=====

(2)
Here is a cluster of 2 separate species, CH5S3 in total from the OMol25 dataset. Energies are from ωB97M-V/def2-TZVPD.

```
! wB97M-V def2-TZVPD RIJCOSX def2/J DEFGRID3
* xyz -1 1
S -2.529 -0.745 -1.177
H -1.813 -0.666 0.011
C 1.640 0.727 0.006
S 0.976 -0.538 1.111
S -0.794 0.323 1.750
H 1.680 1.686 0.529
H 1.016 0.825 -0.878
H 2.662 0.434 -0.271
H -2.836 -2.045 -1.080
*
```

Properties
HOMO: -2.4965 eV
DFT total energy: -33625.285 eV
Orbital gap: 6.037 eV

Charges in e, computed with Mulliken, in the same order as the atoms: -0.3413 0.1064 -0.7287 -0.1791 -0.6565 0.2478 0.2249 0.2390 0.0875

=====

(3)
Here is a cluster of 3 separate species, C30H60O15S3Si in total from the OMol25 dataset. Energies are from ωB97M-V/def2-TZVPD.

```
! wB97M-V def2-TZVPD RIJCOSX def2/J DEFGRID3
* xyz 0 1
C 2.209 -1.091 2.517
C 1.858 -2.013 1.331
O 0.911 -1.400 0.464
C 0.991 -1.857 -0.877
C 0.142 -3.156 -0.932
C 0.239 -3.948 -2.245
C -0.507 -5.286 -2.056
O -0.297 -6.127 -3.206
C -1.423 -6.148 -3.992
O -2.363 -6.751 -3.716
O -1.205 -2.999 -0.464
S -2.039 -1.877 -1.306
O -3.364 -2.022 -0.807
O -1.553 -0.395 -0.796
C -0.518 0.199 -1.585
S -1.120 0.808 -3.266
C -2.887 0.471 -3.454
C -3.828 1.227 -2.520
O -4.035 2.358 -2.742
O -4.426 0.616 -1.486
C -5.765 1.080 -1.258
C -6.648 -0.059 -0.736
C -7.820 0.607 0.032
O -7.213 -0.774 -1.851
C -7.515 -2.074 -1.545
O -8.574 -2.406 -1.228
C -6.401 -3.128 -1.690
S -5.950 -3.830 -0.073
Si -0.070 1.810 -0.625
C 0.294 1.570 1.221
C -1.657 2.861 -0.635
C 1.260 2.913 -1.357
C 0.659 -0.792 -1.955
C 1.852 -0.120 -2.682
C 3.227 0.009 -2.029
C 3.374 0.294 -0.531
O 3.967 -1.196 -2.362
H 1.464 -1.119 3.310
H 3.171 -1.466 2.887
H 2.422 -0.080 2.178
H 2.804 -2.279 0.851
H 1.371 -2.887 1.786
H 2.011 -2.212 -1.089
H 0.612 -3.795 -0.174
H -0.343 -3.391 -2.993
H 1.257 -4.070 -2.615
H -0.154 -5.748 -1.129
H -1.570 -5.087 -1.916
H -1.372 -5.562 -4.925
H -3.154 -0.593 -3.419
H -3.155 0.794 -4.459
H -5.724 1.836 -0.473
H -6.249 1.468 -2.156
H -6.101 -0.715 -0.053
H -8.273 -0.075 0.751
H -8.559 0.897 -0.718
H -7.512 1.517 0.553
H -5.552 -2.625 -2.158
H -6.757 -3.930 -2.331
H -4.969 -3.018 0.373
H 1.349 1.682 1.479
H -0.131 0.649 1.622
H -0.224 2.376 1.758
H -2.517 2.277 -0.298
H -1.836 3.180 -1.666
H -1.528 3.757 -0.021
H 0.916 3.314 -2.319
H 1.365 3.779 -0.692
H 2.255 2.481 -1.480
H 0.191 -1.378 -2.753
H 2.047 -0.706 -3.586
H 1.589 0.857 -3.095
H 3.763 0.802 -2.570
H 4.050 1.143 -0.378
H 2.473 0.496 0.044
H 3.877 -0.552 -0.052
H 4.820 -1.112 -1.918
C 0.291 0.094 9.109
O -0.660 -0.725 8.451
C -0.976 -0.266 7.144
C -0.272 -1.086 6.083
O 1.136 -0.887 6.119
C 1.821 -1.960 6.742
H 0.617 -0.427 10.008
H 1.163 0.287 8.480
H -0.167 1.044 9.403
H -0.735 0.796 7.036
H -2.057 -0.381 7.017
H -0.619 -0.756 5.098
H -0.519 -2.146 6.188
H 1.823 -2.839 6.087
H 1.372 -2.223 7.702
H 2.851 -1.648 6.911
C 7.246 5.718 -1.190
O 7.112 5.228 -2.513
C 6.851 3.834 -2.563
C 5.389 3.553 -2.840
O 4.566 3.955 -1.753
C 3.896 5.183 -1.996
H 7.248 6.807 -1.234
H 6.419 5.395 -0.553
H 8.195 5.384 -0.757
H 7.170 3.344 -1.638
H 7.448 3.426 -3.385
H 5.256 2.472 -2.962
H 5.072 4.038 -3.768
H 3.094 5.035 -2.727
H 4.582 5.952 -2.358
H 3.456 5.521 -1.059
*
```

Properties
HOMO: -8.8318 eV
DFT total energy: -103173.910 eV
Orbital gap: 9.121 eV

These are the Mulliken partial charges, in e, on atoms 1 to 99: -1.2041 -0.3191 0.0364 -0.3866 -0.7057 -0.5775 -0.7700 -0.3699 0.1550 -0.3930 -0.5551 0.4716 -0.2384 -0.4543 0.7685 -0.2382 -0.5327 0.5282 -0.5364 0.1462 -1.1118 1.2093 -1.6853 -0.3911 0.4805 -0.4709 -0.2201 -0.1795 0.4703 -1.1072 -1.3274 -0.9171 0.2556 -1.8342 1.2034 -0.8195 -0.6143 0.2333 0.4989 0.0270 0.4055 0.3489 0.8633 0.7258 0.1624 0.4959 0.3948 0.3885 0.3792 0.1325 0.6196 0.1875 0.4501 0.0900 0.3703 0.3534 0.4651 -0.0045 0.4081 0.0733 0.2862 0.1622 0.6414 0.1221 0.2745 0.5245 0.3794 0.3643 0.1407 -0.1569 0.4212 0.5254 -0.3008 0.0758 -0.5145 0.7951 0.4095 -0.6685 -0.3658 -0.6725 -0.2666 -0.3293 -0.8247 0.2411 0.2770 0.3221 0.3559 0.3694 0.2869 0.3441 0.3009 0.3960 0.2463 -0.7027 -0.3738 -0.7785 -0.1927 -0.2369 -0.8875

=====

(4)
Here is a cluster of 3 separate species, C3H11N2O2 in total from the OMol25 dataset. Energies are from ωB97M-V/def2-TZVPD.

```
! wB97M-V def2-TZVPD RIJCOSX def2/J DEFGRID3
* xyz 1 1
N 2.822 -0.928 0.123
C -0.940 -0.807 0.570
C -2.213 -0.048 1.059
C -0.582 -0.627 -0.804
N -1.332 0.360 -1.543
O 0.327 -1.267 -1.459
H 3.911 -0.902 -0.113
H 2.577 -1.945 0.264
H 2.378 -0.532 -0.726
H -0.662 -1.615 1.235
H -3.077 -0.675 1.396
H -2.716 0.428 0.190
H -2.023 0.687 1.963
H -1.475 1.356 -1.160
H -1.004 0.381 -2.556
H 1.341 1.365 0.950
H 1.544 2.842 0.416
O 1.123 1.926 0.196
*
```

Properties
HOMO: -13.4350 eV
DFT total energy: -10353.574 eV
Orbital gap: 4.759 eV

Charges in e, computed with Mulliken, in the same order as the atoms: -0.6776 0.2205 -0.9609 0.5482 -0.4880 -0.4973 0.2779 0.2587 0.2481 0.3868 0.3906 0.3316 0.3434 0.3042 0.3154 0.3251 0.3149 -0.6416

=====

(5)
Here is the ion C9H17N2O with charge +1 from the OMol25 dataset. Energies are from ωB97M-V/def2-TZVPD.

```
! wB97M-V def2-TZVPD RIJCOSX def2/J DEFGRID3
* xyz 1 1
C 1.578 -1.776 0.297
C 0.778 1.637 0.855
C -0.174 1.004 0.137
C 1.458 -0.343 -1.615
C 2.500 -1.074 -0.808
C 0.203 -0.344 -0.834
C -0.753 -1.823 0.791
C -1.822 1.496 1.694
C -2.388 1.434 -0.631
N 0.402 -1.339 0.106
N -1.468 1.095 0.373
O 3.103 -2.063 -1.557
H 1.806 -2.355 1.140
H 0.743 2.540 1.439
H 1.759 1.352 1.068
H 1.922 0.598 -1.836
H 1.358 -0.962 -2.520
H 3.177 -0.520 -0.120
H -0.656 -0.391 -1.579
H -1.589 -1.121 0.671
H -0.599 -2.072 1.849
H -0.967 -2.743 0.321
H -1.007 1.053 2.255
H -1.883 2.595 1.708
H -2.812 1.120 1.835
H -2.084 1.422 -1.649
H -3.379 0.840 -0.604
H -2.755 2.411 -0.503
H 3.549 -1.671 -2.281
*
```

Properties
Structure (SMILES): C=C([C@H]1C[C@H](O)C=[N+]1C)N(C)C
HOMO: -11.7923 eV
DFT total energy: -14626.422 eV
Orbital gap: 7.660 eV

Charges in e, computed with Mulliken, in the same order as the atoms: -0.4334 -1.2981 0.4852 -1.1613 0.2632 0.1613 -0.9042 -1.1802 -1.1033 0.2842 0.0674 -0.5355 0.5123 0.3679 0.2501 0.3603 0.4523 0.3139 0.3914 0.2850 0.3458 0.4212 0.4329 0.3301 0.4049 0.4259 0.3217 0.3931 0.3462

=====

(6)
Here is an isolated molecule of CH3IN2O from the OMol25 dataset. Energies are from ωB97M-V/def2-TZVPD.

```
! wB97M-V def2-TZVPD RIJCOSX def2/J DEFGRID3
* xyz 0 1
C -0.361 0.772 0.179
N 1.261 -1.107 -0.164
N -0.105 -0.674 0.034
O 2.094 -0.214 -0.015
I -1.551 -1.995 -0.710
H -1.257 0.911 -0.489
H -0.646 1.075 1.242
H 0.565 1.232 -0.075
*
```

Properties
Structure (SMILES): CN(I)N=O
HOMO: -9.4949 eV
DFT total energy: -14210.441 eV
Orbital gap: 8.536 eV

Charges in e, computed with Mulliken, in the same order as the atoms: -0.5054 0.1845 -0.1614 -0.4102 0.1999 0.1805 0.2195 0.2926

=====

(7)
Here is a structure of composition C17H20N3RuS3Si from the OMol25 dataset. Energies are from ωB97M-V/def2-TZVPD.

```
! wB97M-V def2-TZVPD RIJCOSX def2/J DEFGRID3
* xyz 1 1
Ru 0.104 -0.036 0.319
C -2.853 -1.635 -4.236
Si -3.280 -2.830 -2.870
C -5.021 -3.469 -3.056
C -2.061 -4.239 -2.774
C -3.210 -1.875 -1.218
C -4.339 -1.689 -0.412
C -4.287 -0.963 0.769
C -3.078 -0.420 1.162
N -1.981 -0.601 0.429
C -2.058 -1.290 -0.722
S -0.420 -1.238 -1.444
H -2.906 -2.142 -5.202
H -1.845 -1.229 -4.134
H -3.553 -0.798 -4.261
H -5.102 -4.035 -3.986
H -5.754 -2.661 -3.106
H -5.303 -4.141 -2.243
H -2.104 -4.830 -3.692
H -2.293 -4.905 -1.940
H -1.032 -3.895 -2.656
H -5.286 -2.114 -0.721
H -5.169 -0.815 1.376
H -2.972 0.168 2.066
S 2.306 0.419 -0.221
C 2.269 2.113 -0.601
C 3.417 2.788 -1.040
C 3.350 4.125 -1.350
C 2.144 4.834 -1.240
C 1.010 4.191 -0.814
C 1.077 2.827 -0.489
S -0.348 2.017 0.074
H 4.346 2.241 -1.135
H 4.240 4.639 -1.690
H 2.110 5.885 -1.493
H 0.069 4.720 -0.724
N 1.802 -0.530 2.738
C 1.858 -1.116 3.932
C 0.609 -1.658 4.190
C -0.155 -1.346 3.076
N 0.578 -0.659 2.189
H 2.522 -0.065 2.196
H 2.762 -1.103 4.518
H 0.302 -2.198 5.068
H -1.182 -1.581 2.857
*
```

Properties
HOMO (alpha / beta): -10.8513 / -10.8509 eV
DFT total energy: -65386.091 eV
Orbital gap (alpha / beta): 6.272 / 6.271 eV

Charges in e, computed with Mulliken, in the same order as the atoms: 0.2120 -0.9933 0.1745 -1.0698 -1.0090 0.2885 -0.0662 -0.9890 -0.5076 -0.0323 0.5940 -0.2347 0.3492 0.3199 0.3454 0.3161 0.3249 0.3301 0.3468 0.3404 0.3303 0.4103 0.4212 0.5695 -0.2931 0.5955 -0.5950 -0.5174 -0.5539 -0.7791 0.8189 -0.2484 0.4153 0.3799 0.3787 0.4117 -0.2321 -0.0326 -0.8521 -0.5027 0.3471 0.0899 0.4488 0.3910 0.5584